Entry 1:
15
Properties=species:S:1:pos:R:3 method="wB97M-V/def2-TZVPD" total_charge=0 relative_energy_ev=5.683
C 1.044 -0.990 1.549
C 1.405 -0.148 0.408
C -1.050 0.491 -0.697
O -1.267 1.862 -0.637
O -1.817 -0.166 0.198
P -0.729 -0.050 -2.380
H 1.375 -2.009 1.413
H -0.166 -1.091 1.633
H 1.391 -0.514 2.468
H 2.126 -0.645 -0.257
H 1.171 0.863 0.180
H -1.889 1.967 0.013
H -1.971 0.230 1.017
H 0.004 1.128 -2.423
H 0.372 -0.926 -2.485

Entry 2:
26
Properties=species:S:1:pos:R:3 method="wB97M-V/def2-TZVPD" total_charge=0 relative_energy_ev=3.940
Rb -2.568 -2.379 -1.971
F -5.590 0.415 0.161
C -1.979 -0.704 6.006
C -1.594 -0.456 4.535
C -0.126 -0.737 4.239
O -2.270 -1.318 3.728
H -1.667 -1.667 6.410
H -3.035 -0.836 6.238
H -1.580 0.137 6.574
H -1.822 0.540 4.156
H 0.117 -0.596 3.186
H 0.123 -1.740 4.587
H 0.506 -0.050 4.801
H -2.766 -0.745 3.139
C 2.677 1.061 -3.640
C 1.767 1.234 -4.812
C 1.997 0.155 -5.778
O 0.466 1.002 -4.391
H 3.736 1.244 -3.822
H 2.718 0.091 -3.144
H 2.497 1.879 -2.942
H 1.922 2.229 -5.231
H 3.017 0.139 -6.162
H 1.336 0.187 -6.645
H 1.896 -0.848 -5.364
H 0.223 1.763 -3.859

Entry 3:
13
Properties=species:S:1:pos:R:3 method="wB97M-V/def2-TZVPD" total_charge=+1 relative_energy_ev=5.954
C 0.936 -0.376 -0.547
C -0.445 0.419 -0.566
C 1.215 -0.771 0.868
C -1.386 0.638 0.526
N 1.485 -0.519 -1.623
N -0.087 0.661 -2.854
N -0.614 0.839 -1.859
H 1.902 -0.027 1.464
H 1.684 -1.787 0.986
H 0.166 -0.964 1.275
H -1.628 -0.356 0.765
H -2.296 1.108 0.097
H -0.933 1.135 1.467

Entry 4:
17
Properties=species:S:1:pos:R:3 method="wB97M-V/def2-TZVPD" total_charge=0 relative_energy_ev=0.791 smiles="O=CCCC1CC1"
O -2.593 2.064 -0.770
C -2.376 0.993 -1.283
C -1.047 0.274 -1.202
C -0.479 0.283 0.226
C 0.604 -0.749 0.449
C 2.059 -0.412 0.286
C 1.488 -0.645 1.657
H -3.181 0.462 -1.833
H -1.182 -0.754 -1.562
H -0.350 0.763 -1.897
H -1.296 0.087 0.931
H -0.106 1.287 0.463
H 0.317 -1.760 0.161
H 2.725 -1.164 -0.130
H 2.313 0.610 0.014
H 1.753 -1.557 2.185
H 1.351 0.217 2.306

Entry 5:
24
Properties=species:S:1:pos:R:3 method="wB97M-V/def2-TZVPD" total_charge=+1 relative_energy_ev=3.873 smiles=CC1(C)c2nocc2C[C@H]1[NH3+]
C -0.668 -0.957 -1.408
C -0.266 -0.805 0.082
C -0.668 -1.899 1.051
C 1.399 -0.481 0.112
N 2.466 -1.180 -0.025
O 3.464 -0.269 -0.130
C 2.993 0.943 0.054
C 1.630 0.894 0.137
C 0.367 1.727 0.058
C -0.667 0.643 0.439
N -2.130 0.937 0.091
H -1.605 -1.556 -1.682
H 0.052 -1.543 -1.823
H -0.562 -0.073 -2.035
H -1.668 -1.943 1.051
H -0.158 -1.513 2.037
H -0.098 -2.830 0.645
H 3.680 1.706 0.110
H 0.528 2.619 0.828
H 0.179 2.029 -1.033
H -0.780 0.575 1.457
H -2.291 1.769 -0.463
H -2.778 1.055 0.890
H -2.419 0.150 -0.443

Entry 6:
24
Properties=species:S:1:pos:R:3 method="wB97M-V/def2-TZVPD" total_charge=0 relative_energy_ev=4.319
C -0.258 1.514 -0.542
C -0.280 -0.718 -1.463
C 1.716 0.856 1.482
C 2.534 -0.369 -0.552
C -3.467 0.139 0.052
C -1.312 -0.203 0.961
C 0.176 0.152 -0.313
N -0.521 2.609 -0.706
N 1.424 -0.032 0.350
O -2.414 -0.766 0.292
H 0.169 -1.777 -1.286
H -0.142 -0.422 -2.556
H -1.276 -1.020 -1.396
H 2.031 1.825 1.083
H 0.785 0.910 2.098
H 2.640 0.527 1.885
H 2.328 -1.442 -0.724
H 2.741 0.217 -1.417
H 3.389 -0.378 0.126
H -4.218 -0.329 -0.463
H -3.213 0.863 -0.619
H -3.732 0.696 0.923
H -0.974 -0.994 1.555
H -1.722 0.817 1.381

Entry 7:
17
Properties=species:S:1:pos:R:3 method="wB97M-V/def2-TZVPD" total_charge=+1 relative_energy_ev=2.748 smiles="OC1(O)CN=[N+]1c1nc[nH]n1"
O -0.835 -0.083 -2.270
C -1.304 -0.023 -0.976
O -1.715 1.200 -0.492
C -2.181 -1.308 -0.503
N -1.101 -1.686 0.259
N -0.301 -0.694 -0.041
C 0.978 -0.168 0.506
N 1.453 -0.588 1.701
C 2.400 0.306 1.959
N 2.531 1.115 0.868
N 1.627 0.810 -0.052
H -1.434 0.241 -2.947
H -0.973 1.660 -0.278
H -3.065 -1.026 -0.022
H -2.362 -2.035 -1.269
H 3.191 0.332 2.725
H 3.089 1.947 0.833

Entry 8:
14
Properties=species:S:1:pos:R:3 method="wB97M-V/def2-TZVPD" total_charge=+1 relative_energy_ev=3.540
C -1.178 -0.227 0.262
C 2.128 0.378 0.101
C -2.327 -1.054 -0.175
N -0.258 0.261 -0.450
N 2.114 1.608 0.486
O 2.529 -0.239 -0.964
S 2.306 -1.251 0.481
H -1.124 -0.006 1.326
H -3.206 -0.415 -0.276
H -2.138 -1.534 -1.135
H -2.561 -1.803 0.580
H -0.314 0.052 -1.447
H 2.236 2.354 -0.199
H 1.793 1.876 1.408

So what do the calculations give for calculated total energy? Going down the list: -611.33735; -512.51032; -319.81280; -309.81331; -497.00853; -459.72012; -579.91308; -701.09467 Ha.